[1]
ORCA calculation (ωB97M-V/def2-TZVPD) on an isolated molecule of C15H18N2O2S.

SMILES: CCOC(=O)CCSc1nc(C)c2cc(C)ccc2n1
LUMO level: 0.13 eV
Maximum force: 0.0162 hartree/bohr
Energy relative to the best compared isomer or geometry (same formula, charge and spin): 0.0 kcal per mole

Each atom is followed by the atoms it is bonded to, with distances in Å.
Geometry (Å):
1 S 2.763 1.927 -0.947  C9 1.826, C19 1.746
2 O 2.345 -2.162 -0.390  C11 1.202
3 O 3.102 -0.684 1.122  C11 1.335, C12 1.427
4 N 0.405 2.317 0.091  C17 1.308, C19 1.343
5 N 0.648 0.389 -1.261  C7 1.348, C19 1.303
6 C 4.033 -0.555 -1.027  C9 1.526, C11 1.518, H25 1.092, H28 1.090
7 C -0.639 0.063 -1.028  N5 1.348, C15 1.421, C16 1.408
8 C -2.805 0.498 -0.001  C10 1.372, C15 1.406, H24 1.080
9 C 3.357 0.493 -1.907  S1 1.826, C6 1.526, H23 1.089, H26 1.089
10 C -3.306 -0.653 -0.556  C8 1.372, C14 1.498, C18 1.410
11 C 3.047 -1.233 -0.093  O2 1.202, O3 1.335, C6 1.518
12 C 2.286 -1.250 2.147  O3 1.427, C20 1.521, H29 1.095, H31 1.092
13 C -1.598 3.006 1.191  C17 1.493, H27 1.089, H34 1.089, H37 1.086
14 C -4.725 -1.077 -0.336  C10 1.498, H30 1.089, H32 1.087, H38 1.089
15 C -1.470 0.881 -0.218  C7 1.421, C8 1.406, C17 1.425
16 C -1.163 -1.118 -1.588  C7 1.408, C18 1.365, H36 1.078
17 C -0.853 2.045 0.324  N4 1.308, C13 1.493, C15 1.425
18 C -2.464 -1.459 -1.350  C10 1.410, C16 1.365, H33 1.081
19 C 1.097 1.471 -0.690  S1 1.746, N4 1.343, N5 1.303
20 C 0.877 -0.676 2.140  C12 1.521, H21 1.088, H22 1.087, H35 1.087
21 H 0.915 0.410 2.190  C20 1.088
22 H 0.325 -1.054 2.996  C20 1.087
23 H 2.485 0.078 -2.412  C9 1.089
24 H -3.439 1.120 0.613  C8 1.080
25 H 4.464 -1.323 -1.672  C6 1.092
26 H 4.068 0.892 -2.629  C9 1.089
27 H -1.969 2.500 2.081  C13 1.089
28 H 4.816 -0.086 -0.429  C6 1.090
29 H 2.251 -2.336 2.008  C12 1.095
30 H -4.758 -2.060 0.131  C14 1.089
31 H 2.801 -1.007 3.079  C12 1.092
32 H -5.251 -0.370 0.300  C14 1.087
33 H -2.869 -2.367 -1.774  C18 1.081
34 H -2.448 3.419 0.651  C13 1.089
35 H 0.360 -0.973 1.230  C20 1.087
36 H -0.508 -1.734 -2.183  C16 1.078
37 H -0.930 3.811 1.484  C13 1.086
38 H -5.250 -1.146 -1.289  C14 1.089

Löwdin atomic charge list, values in e, 4 entries: S 0.986; O 0.107; O -0.017; N 0.109

=====

[2]
ORCA calculation (ωB97M-V/def2-TZVPD) on an isolated molecule of C4H7NO.

LUMO level: 0.47 eV
Maximum force: 0.0152 hartree/bohr
Energy relative to the best compared isomer or geometry (same formula, charge and spin): 119.5 kcal per mole

Each atom is followed by the atoms it is bonded to, with distances in Å.
Geometry (Å):
1 O 1.809 0.726 0.366  C5 1.425, H8 0.973
2 N -1.017 0.475 1.045  C3 1.287, H7 1.025
3 C -1.045 -0.649 0.418  N2 1.287, C6 1.513, H10 1.102
4 C -0.325 1.040 -0.961  C5 1.505, H12 1.106
5 C 0.905 0.241 -0.623  O1 1.425, C4 1.505, C6 1.557, H13 1.102
6 C 0.240 -1.111 -0.232  C3 1.513, C5 1.557, H9 1.100, H11 1.097
7 H -1.952 0.787 1.327  N2 1.025
8 H 1.229 1.002 1.098  O1 0.973
9 H 0.859 -1.717 0.447  C6 1.100
10 H -1.941 -1.287 0.359  C3 1.102
11 H 0.004 -1.715 -1.117  C6 1.097
12 H -0.259 2.077 -0.580  C4 1.106
13 H 1.493 0.130 -1.547  C5 1.102

Löwdin atomic charge list, values in e, 4 entries: O -0.065; N 0.071; C -0.205; C 0.136